Computed, not measured: a 2-piece molecular cluster, C3H7NO3 overall at a distorted geometry, with the ωB97M-V functional and the def2-TZVPD basis.

```
14
Properties=species:S:1:pos:R:3:forces:R:3
O -1.201965 -2.155779 0.047605 0.3 -1.7 0.8
C -0.338174 -1.997451 -0.773110 -2.8 3.6 0.6
C -0.216728 -0.561068 -1.285069 3.0 -3.2 -3.6
N -0.291790 0.439900 -0.355569 -1.7 2.1 3.4
C 0.138118 1.733534 -0.652903 2.6 -2.2 0.6
O 0.699097 1.913641 -1.720684 -1.0 1.0 0.2
H 0.228842 -2.720169 -1.301173 0.7 -1.4 -0.3
H 0.852093 -0.686098 -1.723046 -1.4 1.2 0.2
H -0.913424 -0.547380 -2.188844 0.7 0.3 1.0
H -0.683427 0.207654 0.608718 0.8 0.6 -1.9
H 0.369550 2.371302 0.262650 -1.2 -0.4 -0.9
O 0.378773 0.742449 2.695735 0.3 -0.9 -1.1
H 0.818652 -0.083261 2.984246 -0.5 1.1 0.3
H 0.160383 1.342726 3.401445 0.2 -0.2 0.7
```
Positions in Å, forces in eV/Å.

## Properties
HOMO level: -9.55 eV
Maximum force: 5.71 eV Å⁻¹
Frontier orbital gap: 10.00 eV
SMILES: O=CCNC=O.O
Energy above the lowest of the compared OMol25 structures with the same formula, charge and spin: 60.3 kcal per mole
Multiplicity: 1
Total charge: 0
Molar mass: 105.093 g mol⁻¹